ORCA calculation (ωB97M-V/def2-TZVPD) on one molecule with the formula C5H12O2 in a non-equilibrium geometry.

CARTESIAN COORDINATES (ANGSTROEM)
C1 -1.864 -0.385 1.280
O1 -0.581 -0.606 0.642
C2 -0.205 0.436 -0.250
C3 -0.330 1.883 0.260
C4 1.220 0.127 -0.697
C5 1.416 -1.334 -1.103
O2 1.503 -2.212 -0.005
H1 -2.601 0.130 0.625
H2 -1.319 0.155 2.048
H3 -2.336 -1.352 1.525
H4 -0.897 0.308 -1.093
H5 0.380 2.105 1.065
H6 -1.339 2.119 0.613
H7 -0.110 2.571 -0.569
H8 1.931 0.364 0.107
H9 1.453 0.785 -1.543
H10 0.605 -1.625 -1.793
H11 2.359 -1.435 -1.648
H12 0.716 -2.036 0.534

For the max |F|, the calculation gives 2.8 eV Å⁻¹. As for the net charge: 0. As for the HOMO energy: -9.8 eV. The energy above the lowest of the compared OMol25 structures with the same formula, charge and spin comes out at 41.9 kcal per mole. The spin multiplicity is 1. The lowest unoccupied orbital energy is 0.03511 Eh.

***

ORCA calculation (ωB97M-V/def2-TZVPD) on a 2-piece molecular cluster, C5H12O2 overall.

CARTESIAN COORDINATES (ANGSTROEM)
C1 -1.677 1.111 -1.505
C2 -1.460 0.669 -0.069
C3 -0.905 -0.763 0.115
C4 0.058 -1.285 -0.973
C5 1.511 -1.044 -0.674
O1 1.917 -0.129 -0.009
H1 -2.237 0.344 -2.036
H2 -0.765 1.355 -2.057
H3 -2.313 1.991 -1.502
H4 -0.802 1.360 0.461
H5 -2.415 0.695 0.465
H6 -0.418 -0.842 1.084
H7 -1.751 -1.459 0.149
H8 -0.141 -2.346 -1.134
H9 -0.059 -0.747 -1.913
H10 2.219 -1.690 -1.218
O2 2.814 0.820 3.339
H11 2.662 1.286 4.178
H12 3.763 0.675 3.300

For the max |F|, the calculation gives 0.9 eV Å⁻¹. As for the net charge: 0. As for the HOMO energy: -9.6 eV. The energy above the lowest of the compared OMol25 structures with the same formula, charge and spin comes out at 26.4 kcal per mole. The spin multiplicity is 1. The lowest unoccupied orbital energy is 0.03593 Eh.

***

ORCA calculation (ωB97M-V/def2-TZVPD) on one molecule with the formula C5H12O2.

CARTESIAN COORDINATES (ANGSTROEM)
C1 2.017 -0.106 1.588
C2 0.948 0.800 0.964
C3 0.396 0.276 -0.393
O1 0.817 -1.040 -0.701
C4 -1.138 0.283 -0.431
C5 -1.651 -0.139 -1.800
O2 -1.518 -0.664 0.571
H1 1.842 -1.154 1.332
H2 3.023 0.136 1.230
H3 2.003 -0.023 2.679
H4 0.118 0.914 1.670
H5 1.354 1.810 0.813
H6 0.766 0.903 -1.213
H7 0.287 -1.608 -0.120
H8 -1.516 1.281 -0.161
H9 -1.140 -1.056 -2.102
H10 -2.734 -0.315 -1.789
H11 -1.444 0.632 -2.548
H12 -2.432 -0.928 0.411

For the max |F|, the calculation gives 0.3 eV Å⁻¹. As for the net charge: 0. As for the HOMO energy: -10.1 eV. The energy above the lowest of the compared OMol25 structures with the same formula, charge and spin comes out at 18.5 kcal per mole. The spin multiplicity is 1. The lowest unoccupied orbital energy is 0.02949 Eh.